{
  "formula": "C6H12N",
  "method": "ωB97M-V/def2-TZVPD",
  "elements": ["C", "C", "C", "C", "C", "C", "N", "H", "H", "H", "H", "H", "H", "H", "H", "H", "H", "H", "H"],
  "xyz": [[-1.0727, -0.6910, 0.5549], [-1.5192, -1.1337, 1.7453], [1.8151, 1.1948, -1.2598], [0.8285, 0.7024, 1.1597], [-2.0350, -1.0213, -0.5573], [0.1772, 0.0835, 0.0394], [0.8080, 0.1746, -1.1356], [-2.4936, -1.6716, 2.0197], [-0.8837, -1.1736, 2.6075], [2.6039, 0.8522, -0.4660], [2.1453, 1.2143, -2.2966], [1.4613, 2.2276, -0.9592], [1.9768, 0.5957, 1.0627], [0.4284, 0.4663, 2.1581], [0.7437, 1.7617, 1.2977], [-1.4991, -1.7916, -1.1746], [-2.8807, -1.5941, -0.2451], [-2.3621, -0.2135, -1.1529], [0.3940, -0.3289, -1.9313]],
  "atomic_forces_ev_per_a": [[2.042, 2.773, -9.723], [-1.799, -2.500, 6.855], [1.291, 0.179, 1.107], [2.709, 0.842, 2.153], [1.516, -1.999, 0.244], [-3.008, -2.088, 3.614], [-2.675, -0.761, -0.473], [1.323, 1.210, -1.325], [0.481, 0.164, 0.308], [-0.672, 1.097, -2.166], [0.401, -0.038, 0.303], [0.199, -1.242, -0.350], [-1.789, -0.271, 0.949], [0.478, -0.871, -0.494], [-0.208, 1.143, -0.898], [-0.164, 0.730, -0.167], [-0.688, -0.003, 0.567], [-0.039, 1.033, -0.833], [0.604, 0.603, 0.329]],
  "e_homo_ev": [-11.154, -15.364],
  "charge": 1,
  "lumo_ev": [-2.9, -7.8],
  "de_lowest_kcal_mol": 19.13,
  "multiplicity": 3
}